1.
{
  "formula": "C13H30ClN5O3Tc",
  "method": "ωB97M-V with the def2-TZVPD basis set",
  "species": ["Tc", "C", "C", "N", "C", "C", "N", "C", "C", "C", "N", "C", "C", "N", "C", "H", "H", "H", "H", "H", "H", "H", "H", "H", "H", "H", "H", "H", "H", "H", "H", "H", "H", "H", "H", "H", "H", "H", "H", "Cl", "O", "N", "O", "C", "O", "C", "C", "H", "H", "H", "H", "H", "H"],
  "positions_angstrom": [[0.7125, 0.4537, 1.2657], [0.2995, 2.7046, -2.2302], [-0.2265, 3.0708, -0.8476], [-0.9600, 2.0318, -0.1322], [-2.2018, 1.5540, -0.7170], [-2.0080, 0.3188, -1.5916], [-1.2293, -0.7080, -0.9177], [-0.8625, -1.7826, -1.8194], [0.0120, -2.8770, -1.1843], [0.5695, -2.6736, 0.2239], [1.4622, -1.5238, 0.4842], [2.6150, -1.3933, -0.4244], [2.3429, -0.4551, -1.5939], [1.7465, 0.8300, -1.2155], [1.1250, 1.4211, -2.4060], [0.8921, 3.5624, -2.5557], [-0.5432, 2.6424, -2.9247], [-0.8507, 3.9677, -0.9869], [0.6035, 3.3566, -0.2012], [-1.1343, 2.3895, 0.7984], [-2.7032, 2.3294, -1.3152], [-2.8729, 1.2911, 0.1032], [-1.4764, 0.5947, -2.5045], [-2.9982, -0.0459, -1.9090], [-1.7332, -1.0493, -0.1069], [-0.3162, -1.3217, -2.6452], [-1.7435, -2.2579, -2.2802], [0.8340, -3.1054, -1.8672], [-0.5758, -3.7944, -1.1092], [1.1151, -3.5961, 0.4561], [-0.2509, -2.5887, 0.9378], [1.8571, -1.6929, 1.4107], [2.9047, -2.3718, -0.8232], [3.4528, -1.0125, 0.1541], [1.6471, -0.9405, -2.2783], [3.2833, -0.3232, -2.1452], [2.4695, 1.4405, -0.8451], [0.4726, 0.6510, -2.8167], [1.8877, 1.6086, -3.1745], [0.5934, 2.4890, 2.4506], [2.8824, -0.5433, 2.6401], [3.5620, 0.3806, 2.1665], [2.9798, 1.0504, 1.2665], [-3.0935, -0.5195, 2.8710], [-1.9842, -0.4160, 1.9716], [-0.7273, -0.2144, 2.4227], [-0.4837, -0.3260, 3.8966], [-3.1125, 0.3215, 3.5631], [-3.0757, -1.4571, 3.4268], [-3.9807, -0.4974, 2.2430], [-1.2557, -0.8656, 4.4446], [-0.4045, 0.6909, 4.2994], [0.4822, -0.7981, 4.0722]],
  "lowdin_spin": [2.92, 0.00, 0.00, 0.06, 0.01, 0.00, 0.03, 0.00, 0.00, 0.00, 0.01, 0.00, 0.00, 0.04, 0.00, 0.00, 0.00, 0.00, 0.00, 0.00, 0.00, 0.00, 0.00, 0.00, 0.00, 0.00, 0.00, 0.00, 0.00, 0.00, 0.00, 0.00, 0.00, 0.00, 0.00, 0.00, 0.00, 0.00, 0.00, 0.05, 0.05, 0.01, 0.05, 0.00, -0.06, -0.17, -0.01, 0.00, 0.00, 0.00, 0.00, -0.01, 0.00],
  "relative_energy_kcal_mol": 1.1,
  "orbital_gap_ev": [7.38, 7.57],
  "largest_force_ev_per_a": 0.89,
  "energy_ha": -1553.69810,
  "s2": 3.9338,
  "spin_multiplicity": 4,
  "e_lumo_ha": [0.017, 0.017],
  "homo_ev": [-6.909, -7.107]
}



2.
{
  "formula": "C18H8Cl4N2O7PdS",
  "method": "ωB97M-V with the def2-TZVPD basis set",
  "species": ["Pd", "Cl", "C", "C", "Cl", "C", "Cl", "C", "O", "C", "O", "C", "Cl", "O", "C", "C", "C", "C", "C", "C", "C", "O", "N", "O", "O", "H", "H", "H", "H", "O", "N", "C", "C", "C", "C", "C", "S", "H", "H", "H", "H"],
  "positions_angstrom": [[0.7951, -1.2380, 0.2419], [-4.4801, -0.6330, 4.8197], [-3.2612, -0.1639, 3.7243], [-3.2641, 1.2391, 3.2530], [-4.4922, 2.2746, 3.8372], [-2.3522, 1.6906, 2.3821], [-2.3391, 3.2841, 1.7787], [-1.2835, 0.8003, 1.8807], [-0.4000, 1.1660, 1.1570], [-1.3098, -0.6639, 2.3606], [-0.4552, -1.4379, 1.9975], [-2.3482, -1.0614, 3.3111], [-2.3324, -2.6874, 3.8270], [-3.2049, -0.3970, 0.5422], [-3.4616, -0.2306, -0.6359], [-2.6609, -0.5884, -1.8021], [-3.1898, -0.2025, -3.0349], [-2.5242, -0.4965, -4.1975], [-1.3229, -1.2094, -4.1769], [-0.7919, -1.6047, -2.9793], [-1.4221, -1.2985, -1.7469], [-0.9526, -1.7132, -0.6156], [-3.0876, -0.0747, -5.4745], [-4.1446, 0.5278, -5.4614], [-2.4724, -0.3568, -6.4855], [-4.4172, 0.2629, -0.9019], [-4.1280, 0.3352, -3.0834], [-0.8370, -1.4498, -5.1116], [0.1176, -2.1879, -2.9510], [2.4054, -0.7902, 1.3194], [3.5406, -0.5811, 0.6409], [4.6222, -0.2410, 1.3769], [5.8263, -0.0148, 0.7773], [5.9194, -0.1418, -0.6144], [4.8081, -0.4856, -1.3370], [3.5786, -0.7110, -0.6967], [2.1394, -1.1333, -1.5395], [4.4290, -0.1744, 2.4363], [6.6773, 0.2558, 1.3832], [6.8610, 0.0314, -1.1166], [4.8389, -0.5911, -2.4120]],
  "mulliken_charge": [0.72, -0.15, 0.59, 0.24, -0.16, 0.24, -0.15, -0.15, -0.55, 1.22, -0.65, -0.21, -0.14, -0.40, -0.34, 0.88, -0.54, -0.32, -0.68, -0.37, 0.44, -1.03, 1.02, -0.63, -0.63, 0.31, 0.45, 0.50, 0.64, -0.80, 0.49, -0.19, -0.73, -0.13, -0.89, 0.96, -0.45, 0.43, 0.40, 0.38, 0.41],
  "relative_energy_kcal_mol": 0.0,
  "orbital_gap_ev": 6.05,
  "largest_force_ev_per_a": 0.23,
  "energy_ha": -3693.61340,
  "e_lumo_ha": -0.086,
  "homo_ev": -8.382
}



3.
{
  "formula": "C5H6O",
  "method": "ωB97M-V with the def2-TZVPD basis set",
  "species": ["C", "C", "C", "C", "C", "H", "H", "H", "H", "H", "H", "O"],
  "positions_angstrom": [[-1.4931, -1.1033, 0.1175], [-0.0456, 0.6911, -0.2559], [0.3679, 1.9587, 0.0391], [1.0914, -0.2895, -0.0827], [2.0878, -0.9547, -0.3057], [-0.1197, -2.1758, 0.1614], [-2.5644, -1.3689, -0.7838], [-2.0727, -0.8170, 1.8014], [1.3151, 2.3791, 0.1843], [-0.3802, 2.7496, 0.1734], [3.1685, -1.3746, -0.3306], [-1.3550, 0.3053, -0.7184]],
  "mulliken_charge": [-0.59, 0.62, -0.89, -0.49, 0.03, 0.29, 0.22, 0.20, 0.32, 0.25, 0.33, -0.30],
  "relative_energy_kcal_mol": 265.0,
  "orbital_gap_ev": 8.35,
  "largest_force_ev_per_a": 6.73,
  "energy_ha": -268.92389,
  "e_lumo_ha": -0.027,
  "homo_ev": -9.077
}